one) {"formula": "C2H9N2O", "method": "ωB97M-V with the def2-TZVPD basis set", "total_charge": -1, "lumo_ev": 4.650, "multiplicity": 1, "homo_ev": -2.92, "species": ["H", "H", "C", "O", "H", "H", "N", "N", "H", "H", "H", "H", "C", "H"], "positions_angstrom": [[0.30756, -0.56561, -0.25994], [-1.59847, -1.64104, 1.69524], [1.59540, 1.05702, -1.70885], [0.65522, 0.95710, -0.74142], [-0.12240, -2.23988, -0.04918], [1.88762, 2.09035, -2.02827], [-1.68105, 0.23955, 0.91432], [0.11110, -1.37271, 0.41130], [-2.01780, -0.05713, 0.00350], [-1.00812, 0.97076, 0.65150], [1.31290, 0.57317, -2.65784], [-0.32306, -0.65891, 2.29638], [-0.87012, -0.91453, 1.37158], [2.59500, 0.62037, -1.43299]]}

---

two) {"formula": "C2H9N2O", "method": "ωB97M-V with the def2-TZVPD basis set", "total_charge": -1, "lumo_ev": 4.624, "multiplicity": 1, "homo_ev": -3.22, "species": ["H", "H", "H", "C", "H", "H", "H", "O", "C", "H", "H", "N", "H", "N"], "positions_angstrom": [[1.87486, 0.96493, 0.41109], [1.42396, -0.89032, -1.73647], [0.75541, -1.11518, -0.29392], [1.57340, 0.73126, -0.60053], [2.36617, 1.14456, -1.28825], [0.02186, 1.59738, -1.73448], [-2.14141, 0.18521, 1.95579], [-1.09959, -0.58684, 0.27320], [-1.87483, -0.74068, 1.43174], [-1.36607, -1.42345, 2.15635], [-2.89123, -1.14554, 1.24738], [0.27968, 1.37043, -0.75104], [-0.48572, 0.61360, -0.26883], [1.56351, -0.70538, -0.80202]]}

---

Which of them is the most stable? Correct choice: one).

---

one) {"formula": "C26H39N13", "method": "ωB97M-V with the def2-TZVPD basis set", "lumo_ev": 0.205, "multiplicity": 1, "homo_ev": -11.43, "species": ["N", "C", "C", "N", "H", "C", "C", "H", "C", "C", "C", "C", "H", "H", "C", "C", "C", "N", "N", "C", "H", "H", "H", "H", "H", "H", "N", "C", "C", "C", "H", "C", "H", "H", "H", "C", "H", "H", "C", "H", "C", "H", "H", "N", "N", "C", "H", "N", "C", "H", "C", "N", "N", "H", "H", "H", "H", "H", "H", "H", "C", "N", "H", "H", "C", "N", "H", "N", "H", "H", "H", "H", "C", "H", "C", "H", "H", "H"], "positions_angstrom": [[0.29532, 10.42741, -3.81166], [-0.42591, 9.58884, -3.47974], [-2.95133, 2.98771, -8.52456], [-3.24140, -6.99442, -3.78851], [3.90798, -4.11027, -4.07953], [-4.95068, 6.11279, 3.85565], [-0.59750, 0.55975, 10.22064], [-1.13674, 8.31463, -1.95282], [2.36852, -7.31714, 2.38110], [-2.34203, 3.12219, -9.83738], [4.92898, -5.85428, -3.55804], [9.80414, -2.84424, 0.78471], [9.97508, -2.29564, 1.71095], [3.08575, -5.28074, -2.92156], [-1.99198, 0.91556, 10.40639], [-3.37336, -8.15629, -3.81391], [8.43603, -2.46753, 0.44582], [-0.60197, 0.02167, 1.39010], [-3.42810, 2.89623, -7.45514], [-0.52111, 0.26710, 0.26048], [4.36584, 2.44888, 3.47182], [-5.59676, -3.20164, 6.27230], [-3.85923, -2.89742, 6.43238], [-0.38330, 0.65942, 9.15656], [5.36150, 3.89867, 3.87405], [-0.81548, 1.61235, -1.30850], [3.42529, 4.60197, -5.86838], [4.12792, 3.97106, 2.14380], [-3.48648, -9.61378, -3.96998], [-1.24245, 8.53287, -3.01551], [-7.70211, 0.58579, 0.06341], [-4.61465, -3.43997, 5.86396], [-2.29501, 8.74015, -3.20851], [-3.67156, -9.92921, -4.99679], [-7.08047, -0.28960, -1.34094], [2.27577, -5.91659, 2.68171], [-1.17149, -0.12847, -1.66463], [5.91432, 6.30550, -6.37613], [5.38203, 6.19555, -5.43131], [5.78060, 2.85729, 2.42919], [-0.50406, 0.57704, -1.16978], [-2.14650, 4.16238, -10.09796], [-6.54878, -0.82167, 0.25407], [2.51172, -8.45182, 2.11758], [5.88904, -6.50447, -3.38711], [-7.38386, -0.39169, -0.29900], [5.06260, 7.21476, -5.21388], [7.36422, -2.18501, 0.11676], [-4.36798, 5.46534, 4.99047], [-2.64234, -10.10824, -3.48931], [4.30308, 5.31513, -5.64671], [-9.37561, -2.04534, 0.03813], [-5.39454, 6.67067, 2.92629], [-0.05291, 1.27094, 10.84170], [9.89460, -3.91300, 0.97871], [3.15518, -5.58660, -4.68108], [1.32139, -5.62236, 3.11839], [-3.02808, 2.87643, -10.64795], [-1.06677, 7.61463, -3.57593], [0.49843, 0.40802, -1.56292], [4.99773, 3.24612, 3.08036], [-3.12143, 1.15302, 10.53642], [-3.41471, 5.95643, 5.18588], [5.93603, 5.79296, -4.58331], [-8.51480, -1.32298, -0.14815], [-4.19881, -5.96095, 5.44725], [10.46165, -2.43879, 0.01569], [3.39729, 4.58377, 1.49604], [3.13690, -5.74771, 3.32825], [-4.28607, -9.89394, -3.28422], [-1.40347, 2.57058, -9.78316], [2.49486, -5.32849, 1.79051], [3.67304, -5.14492, -3.82971], [-4.17924, 4.42250, 4.73559], [-4.37461, -4.83823, 5.61210], [-4.60800, -3.12721, 4.81981], [-0.36572, -0.37944, 10.72294], [-5.07344, 5.62597, 5.80572]]}

---

two) {"formula": "C26H39N13", "method": "ωB97M-V with the def2-TZVPD basis set", "lumo_ev": 0.006, "multiplicity": 1, "homo_ev": -11.06, "species": ["C", "H", "H", "N", "H", "C", "C", "H", "H", "H", "H", "C", "C", "C", "C", "C", "H", "C", "H", "C", "C", "H", "H", "C", "N", "N", "H", "H", "N", "N", "N", "N", "H", "H", "H", "H", "H", "H", "C", "C", "H", "N", "H", "H", "C", "H", "H", "N", "C", "C", "C", "H", "H", "C", "H", "H", "N", "H", "H", "C", "H", "C", "H", "H", "H", "N", "H", "C", "N", "C", "H", "N", "C", "H", "C", "C", "H", "H"], "positions_angstrom": [[-3.68606, -0.08483, -2.02128], [-2.41345, 3.81145, -4.19624], [0.34924, -0.26136, 0.98587], [3.16597, -2.39912, -1.08551], [3.94236, -2.79311, -4.25781], [0.17311, 3.92037, 3.51322], [0.56842, -0.01722, -0.05358], [5.34642, -3.26910, -3.38859], [-4.89914, -0.14692, 3.31247], [-2.79004, 4.23388, -2.49156], [-3.24496, -4.04322, 1.24409], [0.63105, 2.98783, 2.48639], [-3.34580, -2.95990, 1.31011], [1.27669, 4.21350, -1.42788], [-4.18049, 0.55980, 3.72742], [1.65452, 0.64485, 5.27096], [1.57970, 3.36669, 2.10609], [-2.63732, 3.42231, -3.20299], [-1.58777, -3.04997, -3.67685], [-2.35326, -3.82587, -3.68817], [-4.57005, -2.73704, 0.43518], [5.87667, 0.34956, 0.93945], [0.71732, 1.19670, 5.19852], [0.65495, 5.20762, -0.57995], [3.80103, 2.87738, 1.28223], [-3.67045, 0.37748, -4.61741], [-4.09717, 0.53401, 4.81393], [-0.14525, 2.80300, 1.74389], [0.15049, 6.01377, 0.09650], [-0.22483, 4.67073, 4.31873], [2.65617, 2.63608, -4.61042], [-1.85853, 0.10355, 2.69467], [2.59872, 0.59343, -2.27892], [0.73462, 2.04941, 3.03112], [3.45035, 2.07837, -1.65669], [1.55954, -3.69876, 3.28011], [-2.92208, 0.47606, -1.48290], [4.30416, 0.88155, -2.66116], [-0.33370, -4.41187, 2.94493], [3.34495, 1.36386, -2.47305], [4.49726, 0.30257, -0.17467], [-1.01781, -5.27210, 2.64781], [-3.54832, 2.84267, -3.35202], [-3.59335, -2.66037, 2.32850], [0.54117, -3.31015, 3.28309], [2.24402, 3.93888, -1.00720], [0.30360, -2.93900, 4.28003], [-5.51641, -2.55635, -0.17495], [-3.67753, 0.17397, -3.48869], [-1.62211, 2.43060, -2.82767], [2.91205, 2.05058, -3.66510], [-4.55896, 1.56966, 3.56914], [-2.91086, -3.54903, -2.79343], [1.86478, -0.09435, 4.04779], [2.55501, 1.22559, 5.47084], [-3.04158, -3.76663, -4.53126], [-1.00181, -1.76980, -1.17062], [1.60970, -0.06192, 6.09955], [0.38377, 1.01964, -0.33454], [-1.65030, -5.13586, -3.55217], [0.71806, 3.28003, -1.35962], [-2.88837, 0.34676, 3.13086], [1.63360, -0.24124, -0.11124], [4.19214, -0.14673, 1.51646], [-2.41042, -2.55436, 0.92447], [-0.80545, 1.62951, -2.56868], [1.38883, 4.70291, -2.39535], [4.25943, -3.23718, -3.31422], [-1.01935, -6.14484, -3.45368], [4.25407, 1.81918, 1.10778], [0.47224, -2.46411, 2.59930], [2.05164, -0.67003, 3.08561], [3.67359, -2.74284, -2.06072], [-4.69382, 0.21923, -1.73832], [4.79718, 0.47716, 0.85861], [-0.28468, -1.01811, -0.64267], [-3.55900, -1.11831, -1.69900], [3.87192, -4.25057, -3.41890]]}

---

Which of them is the most stable? Correct choice: two).

---

one) {"formula": "C2H4OS3", "method": "ωB97M-V with the def2-TZVPD basis set", "lumo_ev": [-1.395, -1.395], "multiplicity": 1, "homo_ev": [-9.31, -9.31], "species": ["H", "O", "C", "S", "H", "C", "S", "H", "S", "H"], "positions_angstrom": [[-1.09641, -1.01835, 0.31991], [3.57016, -2.27279, 1.01742], [-0.29306, -0.34865, -0.08483], [4.21036, 0.47634, 0.50693], [0.03756, -0.57647, -1.15878], [0.88758, -0.26828, 0.79560], [3.81728, -1.01214, 1.69315], [1.65631, 0.18424, 0.21054], [1.00686, -0.70908, 2.27446], [-0.87459, 0.59148, 0.03944]]}

---

two) {"formula": "C2H4OS3", "method": "ωB97M-V with the def2-TZVPD basis set", "lumo_ev": [-1.979, -1.980], "multiplicity": 1, "homo_ev": [-8.69, -8.69], "species": ["S", "C", "H", "H", "C", "O", "H", "S", "H", "S"], "positions_angstrom": [[-0.29984, -1.65350, 1.37637], [-1.51199, -0.98617, 0.62920], [-1.18980, 1.05496, 0.07956], [-2.05728, 0.01286, -1.11349], [-1.26988, 0.06749, -0.39881], [3.56476, 0.76631, -1.37301], [-2.59178, -1.12221, 0.71376], [3.66733, 0.64545, 0.06028], [-0.31855, 0.05471, -0.97301], [2.00703, 1.16011, 0.99916]]}

---

three) {"formula": "C2H4OS3", "method": "ωB97M-V with the def2-TZVPD basis set", "lumo_ev": -2.203, "multiplicity": 1, "homo_ev": -8.62, "species": ["O", "S", "S", "C", "H", "H", "S", "C", "H", "H"], "positions_angstrom": [[2.65250, 1.33178, -1.04251], [2.09220, 0.12776, 1.55408], [-0.63171, -2.18763, -0.78647], [-1.43111, -0.79305, -0.71207], [-2.07775, -0.57262, -1.42281], [-1.07473, 1.14259, 0.00573], [3.28096, 0.67044, 0.13236], [-1.01019, 0.20503, 0.32781], [-0.03329, -0.14385, 0.76192], [-1.76687, 0.21954, 1.18196]]}

---

Which of them is the most stable? Correct choice: one).

---

one) {"formula": "BrClFHN3O", "method": "ωB97M-V with the def2-TZVPD basis set", "total_charge": -1, "lumo_ev": [2.885, 2.984], "multiplicity": 1, "homo_ev": [-4.45, -4.36], "species": ["O", "H", "Cl", "F", "Br", "N", "N", "N"], "positions_angstrom": [[2.46987, 1.04495, -1.28665], [-2.48341, 0.70204, 1.74217], [-3.05466, -0.64309, 0.44648], [-1.64774, 1.04264, 2.16558], [-0.98551, -0.56492, -1.53059], [2.47499, 0.19217, -0.52428], [0.47717, -1.18166, -1.23472], [2.74929, -0.59213, 0.22202]]}

---

two) {"formula": "BrClFHN3O", "method": "ωB97M-V with the def2-TZVPD basis set", "total_charge": -1, "lumo_ev": 0.842, "multiplicity": 1, "homo_ev": -3.78, "species": ["O", "Br", "Cl", "N", "F", "N", "H", "N"], "positions_angstrom": [[0.06828, 0.53031, 2.32606], [-1.32759, -3.62617, 0.25082], [-0.75859, 2.13994, 0.25708], [0.42438, -0.82446, -0.49625], [1.40122, 1.51827, -1.64295], [-0.49040, 0.37716, 1.34408], [0.62516, 1.56944, -0.93520], [0.05754, -1.68449, -1.10365]]}

---

Which of them is the most stable? Correct choice: two).

---

one) {"formula": "C2H4Si", "method": "ωB97M-V with the def2-TZVPD basis set", "lumo_ev": [-1.792, -1.818], "multiplicity": 1, "homo_ev": [-8.73, -8.77], "species": ["Si", "H", "H", "H", "C", "C", "H"], "positions_angstrom": [[0.57123, -0.33226, -0.10586], [1.52514, 1.67033, 0.89972], [-1.96875, -0.81904, -0.15273], [0.73238, -1.60158, 0.52199], [1.85860, 0.63560, 0.67646], [-1.16308, -0.06527, -0.50399], [-1.55553, 0.51222, -1.33559]]}

---

two) {"formula": "C2H4Si", "method": "ωB97M-V with the def2-TZVPD basis set", "lumo_ev": [-0.589, -0.383], "multiplicity": 1, "homo_ev": [-8.46, -7.78], "species": ["H", "C", "H", "H", "C", "Si", "H"], "positions_angstrom": [[2.27963, -0.02049, 0.79505], [0.55510, 0.29301, -0.61236], [0.89683, 0.66453, -1.57230], [-1.63953, -1.52611, 0.30613], [1.22695, -0.04080, 0.39886], [-1.26344, -0.05112, -0.17068], [-2.05554, 0.68099, 0.85531]]}

---

Which of them is the most stable? Correct choice: two).